[1]
Density functional theory data (wB97M-V/def2-TZVPD) for a molecular structure, C16H42N3O7Pb at a distorted geometry.

Element x y z (Å)
Pb  -15.28564  0.29574  -17.46329
O  -17.22303  1.55464  -18.27004
H  -17.43305  1.50503  -19.22291
C  -11.53099  -1.09925  -15.15803
C  -12.80886  -0.38734  -15.65690
C  -12.60567  1.12276  -15.91351
O  -13.87283  1.79051  -16.18175
C  -13.80135  3.24327  -16.07393
N  -13.21562  -1.14770  -16.82977
H  -10.63756  -0.75971  -15.68204
H  -11.48131  -2.18783  -15.18275
H  -11.20977  -0.75199  -14.17602
H  -13.58755  -0.47378  -14.89910
H  -11.85732  1.27470  -16.69131
H  -12.18233  1.52580  -14.99349
H  -12.96901  3.69522  -16.61344
H  -13.67359  3.40472  -15.00355
H  -14.71322  3.74613  -16.39599
H  -13.17283  -2.12214  -16.56760
H  -12.43923  -1.03666  -17.46615
C  -17.05590  -0.98951  -13.27018
C  -16.33317  -0.98278  -14.59692
C  -16.87109  -2.07089  -15.59971
O  -16.20457  -2.02200  -16.86484
C  -16.17982  -3.30652  -17.54051
N  -16.38464  0.34885  -15.12193
H  -16.91354  -1.83460  -12.59665
H  -18.12259  -0.85881  -13.45240
H  -16.81211  -0.07306  -12.73278
H  -15.28738  -1.20999  -14.39000
H  -17.87299  -1.75562  -15.89106
H  -16.93124  -3.07056  -15.16942
H  -17.17257  -3.72623  -17.70299
H  -15.49708  -3.97409  -17.01484
H  -15.74916  -3.24644  -18.54003
H  -17.33337  0.48691  -15.43968
H  -16.31491  1.02442  -14.37438
C  -14.46553  3.10588  -19.79087
C  -13.99287  1.71664  -20.38291
C  -13.01678  1.89375  -21.53883
O  -11.89348  2.64277  -21.10715
C  -11.27880  3.25230  -22.21773
N  -13.52059  0.98889  -19.21766
H  -15.08283  2.98476  -18.90072
H  -15.03471  3.73469  -20.47550
H  -13.63027  3.70162  -19.42272
H  -14.88702  1.20291  -20.73598
H  -13.57318  2.36863  -22.34692
H  -12.68268  0.95902  -21.98911
H  -11.42392  4.33253  -22.20646
H  -11.59182  2.89585  -23.19908
H  -10.22184  3.00351  -22.31293
H  -13.08396  0.17669  -19.62972
H  -12.80333  1.62920  -18.90843
C  -19.72470  -1.55112  -20.14867
C  -18.53052  -0.63148  -20.37163
O  -17.55624  -1.20392  -21.21402
C  -16.30585  -1.34670  -20.83586
O  -15.85094  -0.96263  -19.74700
O  -15.68302  -1.90234  -21.81636
C  -14.27278  -2.14128  -21.75721
H  -20.44272  -0.99169  -19.54902
H  -19.36049  -2.48074  -19.71133
H  -20.25429  -1.77635  -21.07437
H  -18.16017  -0.36596  -19.38145
H  -18.85134  0.29536  -20.84716
H  -13.85122  -2.18340  -20.75291
H  -13.82530  -1.26337  -22.22321
H  -13.96586  -3.00529  -22.34659

Cartesian forces, eV/Å:
-2.49 0.81 -1.74
0.69 -0.51 -0.04
0.28 0.16 0.78
1.22 1.69 0.95
0.77 -0.63 0.66
-0.44 -0.38 0.57
1.45 0.62 -0.17
0.27 -0.45 0.93
0.33 0.09 -0.52
-0.10 -0.01 -0.87
-0.65 0.10 0.01
-0.51 -0.27 0.52
-0.03 0.01 0.01
-0.14 0.19 -0.39
-0.01 0.19 0.10
0.14 -0.35 -0.14
0.09 0.50 0.00
-0.17 -0.65 -0.13
-0.32 -0.28 -0.05
0.14 -0.09 -0.57
-0.93 0.06 0.37
0.65 -1.92 0.56
-0.68 1.75 -0.14
0.55 -1.60 -0.15
0.47 0.34 -0.05
-0.81 0.52 -0.75
0.13 -0.10 -0.26
-0.26 -0.30 -0.02
0.38 -0.14 0.21
0.18 -0.22 -0.09
-0.60 -0.17 0.61
0.39 0.05 0.08
-0.12 0.00 0.51
-0.39 -0.26 0.37
0.02 0.81 0.07
-0.46 0.32 -0.52
0.45 0.14 0.17
0.24 -0.29 -0.19
-1.81 2.03 0.32
-0.37 -0.01 0.59
-0.49 -0.32 -0.66
1.00 0.33 -0.87
0.87 0.15 -1.04
-0.37 -0.48 -0.23
0.09 -0.20 -0.19
0.42 -0.06 -0.37
-0.02 -0.03 -0.26
0.01 0.51 0.00
0.11 -0.52 0.23
0.09 0.02 0.13
-0.85 -0.18 0.10
0.28 0.24 0.81
0.50 -0.52 0.47
0.73 -0.34 0.62
0.35 0.28 -0.87
-1.23 0.66 1.07
0.17 -0.61 -0.50
-0.78 1.51 2.33
0.00 -1.01 -1.75
1.27 -1.49 -0.97
0.71 1.14 -0.11
0.13 -0.34 0.42
-0.41 0.02 0.30
0.18 -0.14 -0.12
0.54 -0.02 -0.19
0.02 0.01 -0.10
-0.50 -0.26 0.16
0.22 -0.03 -0.11
-0.64 -0.06 0.15

Calculated values
- Molar mass: 595.73 u
- Calculated total energy: -41315.90284 eV
- Multiplicity: 1
- Net charge: +1
- Gap between HOMO and LUMO: 7.8401 eV
- Relative energy (zero: lowest compared OMol25 entry of this formula, charge and spin): 256.8 kJ/mol



[2]
Density functional theory data (wB97M-V/def2-TZVPD) for a molecular structure, C16H43AlN3O5.

Element x y z (Å)
C  -5.47850  2.18384  2.49100
C  -5.63266  3.30009  1.44869
C  -5.17533  2.89022  0.05136
C  -3.65524  2.70669  -0.09315
N  -2.93362  3.96370  0.00022
Al  -2.10059  4.58255  1.56793
O  -2.21082  6.33036  1.75700
H  -6.27042  2.20480  3.24608
H  -4.51886  2.27070  3.00538
H  -5.50742  1.19623  2.01445
H  -5.03639  4.16042  1.77116
H  -6.67403  3.64002  1.40267
H  -5.67670  1.94988  -0.22800
H  -5.47675  3.65374  -0.67507
H  -3.33892  1.95216  0.65489
H  -3.48557  2.24044  -1.07497
H  -2.19961  3.95358  -0.70221
H  -2.79782  3.84897  2.86557
H  -0.49063  4.19608  1.45331
H  -2.95832  6.60273  2.29344
C  2.89492  3.25003  1.70232
O  3.23263  2.28829  0.71838
C  2.96236  0.94294  1.08958
C  1.81535  0.37389  0.28100
N  0.57792  1.02979  0.64201
C  -0.59842  0.65997  -0.12131
C  -0.58857  0.89076  -1.63244
O  -0.43188  2.24689  -1.98972
C  0.89376  2.69101  -2.16237
H  3.23132  4.21548  1.32849
H  1.81875  3.30287  1.89319
H  3.40291  3.03958  2.65132
H  2.71190  0.89068  2.15440
H  3.86793  0.35347  0.91569
H  1.73508  -0.69495  0.50925
H  2.07642  0.46422  -0.78635
H  0.69004  2.03662  0.60133
H  -1.43164  1.22612  0.29452
H  -0.81452  -0.40501  0.04202
H  -1.56584  0.57201  -2.00559
H  0.17848  0.29127  -2.14536
H  1.51334  1.91538  -2.63075
H  1.37012  2.98633  -1.22387
H  0.85967  3.56010  -2.81926
C  1.41892  -3.61773  -3.60245
O  1.09776  -4.71293  -2.77187
C  2.12902  -5.68092  -2.63610
C  2.63145  -5.72419  -1.20840
N  3.32253  -4.49214  -0.87763
C  3.73539  -4.36027  0.51092
C  2.63554  -4.31056  1.56737
O  1.80619  -3.17265  1.44482
C  0.64007  -3.34823  0.66301
H  0.52368  -3.00382  -3.68055
H  2.23398  -3.00931  -3.19501
H  1.71214  -3.94799  -4.60543
H  2.95714  -5.44763  -3.31351
H  1.72035  -6.65754  -2.91036
H  3.33112  -6.56114  -1.10590
H  1.77164  -5.93963  -0.55695
H  2.73193  -3.70692  -1.12354
H  4.31892  -3.44060  0.59594
H  4.40874  -5.19022  0.75611
H  3.11626  -4.24741  2.54719
H  2.02113  -5.21963  1.55867
H  0.23013  -4.35631  0.78744
H  0.81701  -3.18629  -0.40470
H  -0.09489  -2.62089  1.00474

Cartesian forces, eV/Å:
0.05 -0.10 -0.05
0.04 0.05 0.10
0.11 -0.03 -0.14
-0.28 0.01 0.02
0.33 -0.19 0.13
0.11 -0.36 0.01
-0.04 0.24 0.13
0.06 0.08 -0.03
-0.05 -0.02 -0.05
-0.06 0.07 0.04
-0.10 -0.01 -0.05
0.04 -0.09 -0.01
0.00 0.07 0.04
0.02 -0.04 0.05
-0.07 0.07 -0.02
0.04 0.02 0.07
-0.17 0.03 -0.10
0.02 0.02 -0.08
-0.05 0.03 -0.04
0.04 0.04 -0.07
-0.05 0.03 0.11
0.05 -0.08 -0.04
-0.07 0.06 0.07
0.03 -0.07 -0.02
0.09 0.09 -0.16
-0.04 -0.09 0.04
0.13 0.02 0.17
-0.17 0.06 -0.15
0.06 0.02 0.02
-0.03 0.01 0.00
0.01 0.02 -0.05
0.05 0.00 -0.03
0.01 -0.03 -0.01
0.02 0.02 -0.03
-0.01 0.00 -0.01
0.02 0.00 0.00
-0.13 0.05 0.12
-0.01 -0.01 -0.04
0.02 0.01 0.03
0.01 0.05 -0.08
0.00 -0.05 0.07
-0.02 0.02 -0.05
-0.01 -0.03 0.02
0.00 0.00 0.00
0.01 0.02 -0.08
0.00 -0.01 0.07
0.06 0.03 -0.02
-0.01 -0.05 -0.01
-0.07 0.06 -0.03
0.05 -0.02 0.05
0.01 0.02 -0.07
0.01 -0.02 0.00
-0.04 0.00 0.01
0.02 0.01 0.00
0.00 -0.02 0.02
-0.03 -0.01 0.00
0.01 -0.02 0.02
-0.02 0.01 -0.02
0.00 0.02 0.01
0.00 0.01 0.00
0.02 0.02 0.03
0.00 -0.01 0.01
-0.01 0.00 -0.03
-0.03 0.01 0.02
0.04 -0.01 -0.01
-0.03 0.02 0.03
0.01 -0.01 0.00
0.01 0.00 0.01

Calculated values
- Molar mass: 384.52 u
- Calculated total energy: -38594.48815 eV
- Multiplicity: 1
- Net charge: -1
- Gap between HOMO and LUMO: 6.3897 eV



[3]
Density functional theory data (wB97M-V/def2-TZVPD) for a molecular structure, C16H44AlB3O8S4 at a distorted geometry.

Element x y z (Å)
Al  1.65226  -35.80608  8.37258
B  3.11772  -32.06212  8.60150
H  2.90920  -32.31881  7.57443
H  3.61541  -31.10503  8.57856
H  2.21307  -32.09073  9.18890
H  3.89645  -32.75289  8.88551
B  3.84646  -35.90933  4.94098
H  2.76884  -35.85585  4.92980
H  4.15778  -34.90867  5.19789
H  4.10701  -36.66902  5.66156
H  4.30520  -36.09255  3.98170
B  1.75439  -39.80449  7.68975
H  1.00583  -39.97226  8.44853
H  2.57445  -39.21373  8.06757
H  2.17606  -40.71007  7.28186
H  1.35338  -39.23423  6.86620
C  5.02670  -40.35418  12.95763
C  4.31204  -41.65191  12.75905
C  2.88994  -41.35752  12.33798
S  2.51431  -39.67042  12.89562
O  1.48693  -39.60392  13.91940
O  2.45693  -38.82292  11.69849
C  4.13859  -39.42330  13.70807
H  5.25069  -39.98874  11.95544
H  5.97684  -40.34107  13.49164
H  4.42305  -42.16827  13.71254
H  4.84373  -42.25126  12.02000
H  2.20318  -41.99954  12.88959
H  2.70478  -41.37034  11.26390
H  4.13206  -39.69177  14.76448
H  4.38598  -38.36962  13.57906
C  -5.43890  -32.61611  7.20823
C  -6.21874  -33.24624  8.36050
C  -5.08301  -33.93165  9.19753
S  -3.61201  -32.80326  9.23936
O  -2.47272  -33.70500  8.89957
O  -3.71059  -31.99705  10.42719
C  -4.21041  -31.90533  7.75706
H  -6.15385  -31.93975  6.73975
H  -5.07058  -33.30744  6.45027
H  -7.02913  -33.95400  8.18604
H  -6.55117  -32.44242  9.01735
H  -4.78862  -34.81151  8.62545
H  -5.36468  -34.24806  10.20185
H  -3.35164  -31.74085  7.10624
H  -4.58261  -31.00148  8.23936
C  7.78311  -38.98580  6.18493
C  8.92689  -38.03143  6.58882
C  8.36941  -36.83336  7.31386
S  7.23819  -37.65352  8.46500
O  5.94764  -36.97362  8.45825
O  7.95142  -37.83099  9.77782
C  7.09177  -39.23630  7.48587
H  8.20645  -39.92073  5.81779
H  7.20586  -38.55171  5.36857
H  9.35599  -37.69818  5.64387
H  9.72298  -38.58757  7.08386
H  7.83740  -36.15340  6.64849
H  9.17254  -36.33997  7.86127
H  6.04119  -39.50772  7.38232
H  7.63636  -39.95176  8.10200
C  -0.77999  -36.56647  2.04443
C  -2.30241  -36.17134  1.79425
C  -2.93037  -36.02348  3.12320
S  -2.15409  -37.24564  4.31364
O  -3.05486  -38.36314  4.57556
O  -1.46088  -36.49487  5.35232
C  -0.77313  -37.77538  3.13016
H  -0.16430  -35.73210  2.38036
H  -0.31168  -36.97145  1.14733
H  -2.82441  -36.93888  1.22286
H  -2.36020  -35.26485  1.19173
H  -4.00698  -36.17251  3.04083
H  -2.70955  -35.03795  3.53317
H  -1.03505  -38.74588  2.70869
H  0.14423  -37.84164  3.71510

Cartesian forces, eV/Å:
0.20 -0.14 -0.13
-1.36 -1.46 1.08
-1.72 0.32 -4.97
2.92 3.84 -1.07
-3.39 -0.94 2.11
3.43 -2.29 2.68
0.39 -0.99 0.08
-4.68 0.75 1.35
0.57 5.10 -0.02
0.49 -4.13 2.15
3.08 -0.69 -3.23
-1.03 0.38 0.41
-2.95 0.36 3.11
4.14 1.56 2.75
2.60 -3.18 -2.41
-2.67 1.36 -3.88
1.27 1.22 -0.97
1.00 -0.77 0.46
-0.81 -0.12 0.63
0.71 0.99 0.21
0.18 -0.23 -0.88
-0.11 -0.75 1.29
-0.86 0.59 -0.47
0.03 0.55 0.00
0.12 -0.76 -0.12
-0.72 -0.43 -0.01
-0.16 -0.08 -0.02
-0.21 -0.02 -0.37
0.06 -0.08 0.12
-0.52 0.07 -0.02
-0.01 -0.05 0.08
-0.37 -0.38 -0.77
2.27 -0.12 1.99
-0.41 -0.23 -0.44
-1.07 -3.84 -1.47
-1.30 2.30 0.81
0.72 0.27 -0.24
-0.01 0.82 1.33
0.52 0.35 -0.39
-0.46 -0.42 0.06
0.15 0.24 -0.47
-0.58 0.17 -0.23
0.40 -0.03 0.18
0.10 0.26 0.02
-0.34 0.08 -0.11
0.46 0.47 -0.28
1.19 0.14 0.28
0.50 -0.23 -2.44
0.42 -0.78 0.56
0.09 0.61 2.12
0.70 -0.49 0.07
-1.53 -0.10 -3.01
-0.68 0.33 0.98
-0.02 0.01 -0.11
-0.40 0.05 0.36
0.37 0.18 0.04
-0.18 0.23 0.50
-0.13 -0.11 0.20
-0.41 0.20 0.19
0.01 0.15 0.40
-0.10 -0.14 -0.12
-0.79 -1.90 0.54
2.08 -0.74 -0.66
-0.56 0.21 1.26
1.20 -0.53 -1.61
0.70 1.27 0.09
-0.95 -0.39 -0.16
-1.21 1.97 -0.30
-0.26 0.02 0.20
-0.10 0.18 -0.12
0.27 -0.23 -0.04
0.00 0.11 0.17
0.04 -0.11 0.54
-0.08 -0.10 0.28
-0.08 0.19 -0.10
-0.17 0.09 -0.01

Calculated values
- Molar mass: 552.21 u
- Calculated total energy: -85630.62649 eV
- Multiplicity: 1
- Net charge: 0
- Gap between HOMO and LUMO: 2.3265 eV
- Relative energy (zero: lowest compared OMol25 entry of this formula, charge and spin): 1060.5 kJ/mol



> What is the formula in the second record?

C16H43AlN3O5



> Number 1 is which compound?

C16H42N3O7Pb



> What is the formula in the third record?

C16H44AlB3O8S4